No. 1
The following is a quantum chemistry calculation of a structure of composition C4H8ClNO at a distorted geometry, from the Open Molecules 2025 dataset.

Output
LUMO energy = -0.0071 Ha
orbital gap = 8.76 eV

```
! RIJCOSX wB97M-V def2-TZVPD def2/J DEFGRID3
* xyz 0 1
C -0.26722 -1.15233 -1.10377
C -0.00420 1.26522 1.06519
C 0.86989 -1.13792 -0.09991
C 1.22939 0.75324 0.31581
N 0.54402 -1.32921 1.21304
O 1.38324 -1.85285 1.95478
Cl 1.51419 1.41438 -1.23231
H -0.25047 -2.33015 -1.26967
H 0.23361 -0.53622 -1.93673
H -1.16452 -0.79427 -0.73299
H -0.74367 1.43681 0.24207
H -0.08630 0.36692 1.78339
H 0.15899 2.23786 1.53874
H 1.81318 -1.55028 -0.43587
H 2.27887 0.69811 0.89125
*
```

No. 2
The following is a quantum chemistry calculation of the molecule C4H8ClNO at a distorted geometry, from the Open Molecules 2025 dataset.

Output
LUMO energy = 0.0288 Ha
structure (SMILES) = CC[C@@H](Cl)C(N)=O
orbital gap = 10.24 eV

```
! RIJCOSX wB97M-V def2-TZVPD def2/J DEFGRID3
* xyz 0 1
C -1.80601 0.09480 -0.16842
C -0.42413 -0.42172 0.19549
C 0.61805 0.23704 -0.63725
Cl 0.80374 2.00799 -0.51007
C 2.14620 -0.45001 -0.15744
N 2.56822 0.12686 0.93060
O 2.61399 -1.41774 -0.65622
H -1.97411 0.97036 0.27702
H -1.85466 0.35778 -1.27231
H -2.47205 -0.64090 -0.07565
H -0.44498 -1.51131 0.34740
H -0.17217 -0.15539 1.24286
H 0.47649 -0.03694 -1.62164
H 2.38730 1.08332 1.07961
H 3.37476 -0.19444 1.51106
*
```

No. 3
The following is a quantum chemistry calculation of a structure of composition C4H8ClP at a distorted geometry, from the Open Molecules 2025 dataset.

Output
LUMO energy = 0.0171 Ha
orbital gap = 8.94 eV

```
! RIJCOSX wB97M-V def2-TZVPD def2/J DEFGRID3
* xyz 0 1
C 0.24859 -0.67033 -1.06136
C 0.26287 -0.35827 0.45426
C 0.72162 0.60815 -0.52770
C -1.11106 -0.04908 1.19950
P 3.02718 1.03672 -0.05353
Cl 3.61908 -0.77444 0.41520
H 1.06484 -1.28845 -1.50407
H -0.57109 -0.76565 -1.63188
H 0.89632 -0.92463 1.17067
H 0.50194 1.66262 -0.69287
H -1.34130 -0.28884 2.28660
H -1.84665 -0.76513 0.73384
H -1.35374 1.04370 1.04130
H 3.05194 0.82402 -1.39661
*
```

No. 4
The following is a quantum chemistry calculation of a structure of composition C4H8CoO3 at a distorted geometry, from the Open Molecules 2025 dataset.

Output
LUMO energy (spin up / spin down) = -0.2020 / -0.2476 Ha
orbital gap (spin up / spin down) = 8.11 / 7.08 eV

```
! RIJCOSX wB97M-V def2-TZVPD def2/J DEFGRID3
* xyz 1 5
C -2.47212 0.54896 0.21010
C -1.56282 0.98414 -0.91509
O -0.36322 1.44541 -0.30365
H -3.49890 0.42936 -0.15943
H -2.12697 -0.40205 0.63839
H -2.45539 1.29208 1.01806
H -1.99252 1.81061 -1.50234
H -1.41307 0.16145 -1.63031
O 2.95566 0.13523 0.00962
Co 1.91067 1.41644 -0.79688
O 0.52294 0.33249 -0.22620
C 2.17038 -0.62794 0.70925
C 2.20949 -2.06022 0.52058
H 1.51839 -2.70709 1.06024
H 1.87085 -0.28830 1.71508
H 2.72663 -2.47058 -0.34741
*
```

Calculated energy, -20333.1142, -20337.1259, -26085.8679, -48033.1869 eV (same order as the records).
Calculated energy relative to the best compared isomer or geometry (same formula, charge and spin), 106.93, 14.41, 43.51, 60.53 kcal per mole (same order as the records).